The following is a quantum chemistry calculation of C28H78F3N6O12PPt as an isolated structure in a non-equilibrium geometry, from the OMol25 dataset.

Geometry as XYZ:
```
129
Properties=species:S:1:pos:R:3:lowdin_spin:R:1
Pt -1.6739 2.1688 -1.3980 1.452
P -0.3164 0.2563 -0.9091 0.011
O 0.0461 1.6345 -0.2585 0.171
O -1.8344 0.3256 -0.4433 0.162
O 0.4216 -1.0340 -0.4240 0.020
O -0.4895 0.6320 -2.3860 0.160
C -5.0281 -0.8163 -1.6161 0.000
C -4.5557 -2.0406 -0.8985 0.000
C -5.2275 -3.3767 -1.4110 0.000
O -4.6545 -4.5086 -0.7068 0.000
C -4.7326 -5.7407 -1.3915 0.000
N -3.0272 -2.0044 -0.8358 0.003
H -2.7463 -2.4949 0.0013 0.000
H -2.6156 -2.5225 -1.5989 0.000
H -2.5820 -1.0981 -0.8574 0.002
H -6.1144 -0.7589 -1.5469 0.000
H -4.8192 -0.7856 -2.6855 0.000
H -4.6350 0.0931 -1.1615 0.001
H -4.8018 -1.9209 0.1565 0.000
H -5.0644 -3.3414 -2.4882 0.000
H -6.3108 -3.3459 -1.2941 0.000
H -4.2118 -5.7015 -2.3482 0.000
H -5.6974 -6.1881 -1.6306 0.000
H -4.1776 -6.5087 -0.8526 0.000
C 1.6342 -0.0703 3.7943 0.000
C 2.0854 0.6979 2.6304 0.001
C 3.3231 1.5501 2.9291 0.000
O 3.6293 2.4512 1.8444 0.000
C 4.5365 3.4785 2.2334 0.000
N 2.3315 -0.1097 1.3515 0.001
H 1.4594 -0.2623 0.8653 0.001
H 2.9459 0.3426 0.6898 0.000
H 2.7203 -0.9816 1.6814 0.000
H 1.5115 0.5193 4.7028 0.000
H 2.4493 -0.7467 4.0513 0.000
H 0.6959 -0.5915 3.6046 0.000
H 1.3049 1.3822 2.2978 0.001
H 4.1030 0.8837 3.2976 0.000
H 3.0065 2.0680 3.8345 0.000
H 4.5877 4.1642 1.3876 0.000
H 5.5452 3.0979 2.3940 0.000
H 4.2439 4.0062 3.1411 0.000
C 1.4545 -5.0265 -0.6104 0.000
C 0.0692 -4.3860 -0.5307 0.000
C -1.0844 -5.4012 -0.4553 0.000
O -0.8030 -6.1963 0.6647 0.000
C -1.8464 -7.1139 0.9669 0.000
N 0.1251 -3.4894 0.7033 0.000
H 0.3540 -2.5683 0.3582 0.000
H -0.6782 -3.3901 1.3075 0.000
H 0.8672 -3.7047 1.3537 0.000
H 1.6861 -5.7136 0.2034 0.000
H 2.2437 -4.2979 -0.7963 0.000
H 1.4971 -5.6593 -1.4969 0.000
H -0.0815 -3.7487 -1.4021 0.000
H -1.0832 -6.1043 -1.2881 0.000
H -1.9977 -4.8196 -0.5808 0.000
H -2.5956 -6.4722 1.4306 0.000
H -1.5198 -7.9007 1.6469 0.000
H -2.2066 -7.6072 0.0642 0.000
C 2.9350 2.6298 -3.3942 0.000
C 3.1021 1.7853 -2.0696 0.000
C 4.5340 1.2726 -1.9294 0.000
O 4.5886 0.4066 -0.8546 0.000
C 5.9047 0.2361 -0.3858 0.000
N 2.5623 2.5360 -0.8839 0.001
H 3.1507 2.4400 -0.0686 0.000
H 2.4454 3.5122 -1.1151 0.000
H 1.6497 2.2170 -0.5916 0.001
H 3.7055 3.3580 -3.6477 0.000
H 1.9829 3.1461 -3.5166 0.000
H 3.0474 1.9596 -4.2463 0.000
H 2.4962 0.8878 -2.1936 0.000
H 5.1793 2.1482 -1.8590 0.000
H 4.7739 0.6700 -2.8054 0.000
H 6.0819 1.1961 0.0991 0.000
H 6.7006 -0.0143 -1.0872 0.000
H 6.0835 -0.4988 0.3992 0.000
C -0.3486 -1.2747 -6.0514 0.000
C 0.9126 -1.5632 -5.2246 0.000
C 1.8936 -0.3787 -5.3688 0.000
O 3.0464 -0.6353 -4.5159 0.000
C 3.9961 -1.5739 -5.1786 0.000
N 0.4532 -1.5998 -3.7006 0.006
H -0.2547 -2.3049 -3.5529 0.000
H 1.2307 -1.8688 -3.1146 0.000
H 0.0713 -0.7290 -3.3601 0.003
H -0.9774 -2.1525 -6.2002 0.000
H -0.1076 -0.9996 -7.0783 0.000
H -0.9671 -0.5082 -5.5846 0.000
H 1.2668 -2.5704 -5.4441 0.000
H 1.3586 0.5056 -5.0224 0.000
H 2.1839 -0.3253 -6.4181 0.000
H 4.3484 -1.1415 -6.1151 0.000
H 3.5699 -2.5681 -5.3130 0.000
H 4.8557 -1.7850 -4.5425 0.000
C -4.0516 0.6470 3.0113 0.000
C -2.7090 1.3287 3.1115 0.000
C -2.2531 1.5208 4.5794 0.000
O -0.9165 2.0049 4.6592 0.000
C -0.5824 2.1749 6.0253 0.000
N -1.7357 0.3898 2.3971 0.000
H -1.9273 0.5090 1.4126 0.000
H -0.8400 0.6686 2.7714 0.000
H -1.8804 -0.6068 2.4741 0.000
H -4.1320 -0.2478 3.6285 0.000
H -4.2051 0.2515 2.0073 0.000
H -4.8356 1.3621 3.2605 0.000
H -2.6420 2.2264 2.4970 0.000
H -2.2459 0.5973 5.1584 0.000
H -3.0216 2.1719 4.9960 0.000
H -0.6437 1.1920 6.4924 0.000
H -1.1841 2.9023 6.5703 0.000
H 0.4770 2.3962 6.1550 0.000
C -2.0348 7.2413 2.8436 0.081
O -0.9088 6.4102 2.7841 0.000
O -1.8272 7.9779 3.9961 0.847
C -2.4996 7.9893 1.5073 0.022
F -1.6874 8.9036 1.0356 0.005
F -2.7439 7.0598 0.5967 0.003
F -3.6819 8.6123 1.5534 0.002
C -1.0208 5.1816 2.0281 0.000
C 0.3204 4.4378 2.1590 0.000
H 0.3360 3.4414 1.7175 0.000
H 1.1401 4.9384 1.6436 0.000
H 0.6554 4.2870 3.1852 0.000
H -1.1377 5.3006 0.9510 0.000
H -1.8381 4.5281 2.3332 0.001
H -2.8634 6.5849 3.1094 0.041
```

Calculated values
- E_LUMO (alpha / beta): -14.44 / -15.09 eV
- Multiplicity: 4
- Total charge: +5
- HOMO-LUMO gap (alpha / beta): 0.19482 / 0.16460 hartree